No. 1
Entry from the Open Molecules 2025 dataset: an isolated molecule of C6H4INO2 (wB97M-V/def2-TZVPD).

## Properties
HOMO-LUMO gap (eV): 8.554
Electronic energy (a.u.): -733.911457
E_HOMO (eV): -9.7
Total charge: 0
Relative energy (zero: lowest compared OMol25 entry of this formula, charge and spin) (kcal per mole): 0.0

Last column: Löwdin charge in e.
CARTESIAN COORDINATES (ANGSTROEM)
I: 2.32075 -1.84013 0.38796  0.860
O: -2.93014 -1.18224 1.62325  0.146
O: -0.38965 -1.70851 3.07516  0.166
N: 0.59530 1.09719 2.33837  0.209
C: -0.58386 -0.98319 2.14414  -0.302
C: -1.43747 -1.06070 -0.21232  0.004
C: -1.80224 -1.09034 1.21292  -0.315
C: -0.24325 -0.65227 -0.64662  -0.147
C: 0.84572 -0.21260 0.25525  -0.617
C: 0.35510 0.08048 1.65047  -0.404
H: 1.21933 1.79152 1.93140  0.075
H: -2.21550 -1.35333 -0.90274  0.124
H: 1.40931 0.62708 -0.15994  0.087
H: -0.02475 -0.61865 -1.70564  0.115

No. 2
Entry from the Open Molecules 2025 dataset: an isolated molecule of C6H4IO2P in a non-equilibrium geometry (wB97M-V/def2-TZVPD).

## Properties
HOMO-LUMO gap (eV): 6.198
Electronic energy (a.u.): -1020.549111
E_HOMO (eV): -7.9
Total charge: 0

Last column: Löwdin charge in e.
CARTESIAN COORDINATES (ANGSTROEM)
I: -3.92316 -0.96325 0.01397  0.409
P: -2.98163 1.25308 0.34028  0.688
O: -1.43053 0.91891 -1.53134  -0.132
O: -1.64340 1.01741 1.11945  -0.435
C: 1.63740 -0.57842 0.76278  -0.105
C: -0.44424 0.46630 -0.84522  -0.428
C: 0.47655 -0.11719 1.36176  -0.026
C: 1.76651 -0.49935 -0.61577  -0.097
C: -0.51763 0.39986 0.56822  -0.288
C: 0.76256 0.01785 -1.40590  -0.015
H: 2.43139 -0.98203 1.36845  0.096
H: 0.33710 -0.15091 2.42920  0.117
H: 2.66920 -0.85436 -1.08801  0.102
H: 0.85988 0.07210 -2.47788  0.113

- The lowest E_HOMO belongs to which entry?
  C6H4INO2